(1)
{"formula": "C4H8N2O2", "method": "ωB97M-V/def2-TZVPD", "symbols": ["C", "N", "C", "C", "N", "C", "O", "O", "H", "H", "H", "H", "H", "H", "H", "H"], "coordinates": [[-1.532884, 0.433749, -1.419957], [-0.764157, -0.383990, -0.489035], [0.670451, 0.690129, 1.784109], [0.613622, -0.147102, -0.481336], [0.157590, -0.500407, 2.231789], [1.438302, -0.600438, -1.415965], [1.130461, 0.681247, 0.516143], [0.700342, 1.688599, 2.446497], [-1.160823, -0.281051, 0.445138], [0.421863, -1.359003, 1.779739], [-0.023131, -0.550662, 3.221067], [-2.560079, 0.074079, -1.422846], [-1.113120, 0.315412, -2.420156], [-1.526442, 1.495309, -1.156261], [1.062681, -1.189857, -2.229470], [2.485324, -0.366014, -1.389456]], "forces_ev_per_angstrom": [[0.0, 0.0, -0.4], [-0.3, 0.2, 0.6], [-0.3, -0.1, 0.5], [0.1, -0.4, -0.1], [0.0, -0.2, 0.0], [0.1, 0.1, 0.3], [0.2, 0.2, -0.4], [0.1, 0.1, 0.0], [0.2, -0.2, -0.3], [0.1, -0.1, 0.0], [0.0, 0.1, -0.1], [0.0, 0.0, -0.1], [-0.1, 0.0, 0.1], [0.0, 0.0, -0.1], [-0.2, -0.2, -0.1], [0.2, 0.2, 0.0]], "homo_lumo_gap_ha": 0.3585, "smiles": "C=C(NC)OC(N)=O", "spin_multiplicity": 1, "total_energy_ha": -417.1988}

***

(2)
{"formula": "C4H8N2O2", "method": "ωB97M-V/def2-TZVPD", "symbols": ["C", "N", "C", "C", "C", "O", "O", "N", "H", "H", "H", "H", "H", "H", "H", "H"], "coordinates": [[-1.179406, -1.676448, -1.625695], [0.253656, 1.611261, -0.091740], [0.841683, -0.215913, 0.614492], [0.687366, -0.474243, -0.745179], [0.818265, -0.346411, 1.915645], [1.129462, 2.375850, 0.754578], [-1.009564, 1.651208, 0.454043], [-0.133225, -1.468761, -0.643123], [1.086880, 3.273461, 0.394357], [-0.962124, 1.235012, 1.346601], [1.069128, 0.041230, -1.624185], [-0.756474, -1.672843, -2.637399], [-1.665937, -2.634070, -1.444683], [-1.928072, -0.879048, -1.571671], [1.288963, 0.428202, 2.513380], [0.459400, -1.248488, 2.390580]], "forces_ev_per_angstrom": [[0.4, -0.3, -0.6], [1.1, -0.7, 1.5], [0.3, 3.3, 0.1], [-0.8, -3.3, -0.3], [0.2, 0.0, -0.2], [-0.3, 0.2, -0.1], [0.0, -0.1, 0.3], [-0.7, 0.7, -0.6], [-0.1, -0.1, 0.0], [0.1, 0.2, -0.3], [-0.2, 0.1, 0.2], [-0.1, 0.0, -0.1], [0.0, 0.1, 0.0], [0.1, -0.1, 0.1], [-0.6, 0.3, 0.0], [0.5, -0.3, -0.1]], "homo_lumo_gap_ha": [0.3143, 0.3141], "spin_multiplicity": 1, "total_energy_ha": -416.9052}

***

(3)
{"formula": "C4H8N2O2", "method": "ωB97M-V/def2-TZVPD", "symbols": ["C", "C", "C", "C", "N", "N", "O", "O", "H", "H", "H", "H", "H", "H", "H", "H"], "coordinates": [[1.347974, 1.383340, -0.299123], [0.724294, 1.386317, 0.837779], [0.845833, -0.945734, -0.558107], [-1.491010, -0.483747, -0.275013], [0.189490, 0.133478, 1.348406], [-0.204876, -0.780007, 0.341653], [1.966389, -1.565719, -0.089036], [0.532449, -1.282624, -1.825778], [1.866100, 2.075181, -0.915826], [0.547458, 2.188253, 1.549282], [-1.678490, -1.231080, -1.041920], [-2.251159, -0.545650, 0.501685], [-1.508612, 0.512743, -0.727856], [-0.579896, 0.272042, 1.996181], [2.029548, -1.425895, 0.865011], [1.298972, -1.732096, -2.202833]], "forces_ev_per_angstrom": [[-0.6, -3.0, -0.5], [-0.1, 0.3, 0.0], [0.9, 2.3, 0.7], [0.0, 0.2, -0.1], [-0.1, -0.3, 0.4], [0.2, -0.1, -0.6], [-0.5, 0.0, -0.6], [0.1, -0.1, 0.8], [0.1, 0.6, -0.1], [0.1, 0.1, 0.0], [-0.2, 0.0, 0.1], [0.0, -0.1, -0.1], [0.1, 0.0, 0.0], [0.1, -0.2, -0.2], [-0.1, 0.2, 0.0], [0.1, 0.0, 0.0]], "homo_lumo_gap_ha": 0.3035, "spin_multiplicity": 1, "total_energy_ha": -417.0588}

***

(4)
{"formula": "C4H8N2O2", "method": "ωB97M-V/def2-TZVPD", "symbols": ["C", "C", "C", "C", "H", "H", "H", "H", "H", "H", "H", "H", "N", "N", "O", "O"], "coordinates": [[1.882671, -1.253921, 0.050400], [-0.371840, -0.303536, -0.249544], [-2.681322, 0.266534, 0.257318], [0.974518, 1.493554, -0.256683], [2.214174, -1.021047, -1.011042], [2.239622, -2.262572, 0.109338], [2.226289, -0.519651, 0.750998], [0.135785, -2.195957, 0.364434], [-2.865004, 0.676673, -0.639078], [-3.472611, -0.411010, 0.721429], [-2.479645, 1.089589, 0.952052], [1.408060, 2.448950, -0.775743], [0.504000, -1.293435, -0.095530], [-0.063024, 0.825913, -0.912649], [-1.566690, -0.697143, 0.086450], [1.401982, 1.228630, 0.885539]], "forces_ev_per_angstrom": [[2.2, 0.3, -3.8], [1.4, 0.2, -1.5], [0.7, -2.7, 3.5], [0.0, 1.0, 0.2], [0.6, 0.5, 1.2], [0.2, -0.5, 0.8], [0.4, -0.1, 0.4], [0.0, 2.4, -1.0], [-1.2, 1.2, -3.3], [0.8, 1.2, -1.0], [0.5, -0.4, 0.0], [-0.9, -1.8, 0.4], [-3.2, -3.4, 2.7], [0.8, 0.6, 2.3], [-1.7, 0.7, 0.6], [-0.7, 0.7, -1.5]], "homo_lumo_gap_ha": 0.3667, "smiles": "CN/C(=N\\C=O)OC", "spin_multiplicity": 1, "total_energy_ha": -417.1488}

***

(5)
{"formula": "C4H8N2O2", "method": "ωB97M-V/def2-TZVPD", "symbols": ["C", "C", "C", "C", "H", "H", "H", "H", "H", "H", "H", "H", "N", "N", "O", "O"], "coordinates": [[-1.871692, -1.327687, 0.387023], [1.761676, -0.766769, -0.270286], [1.672631, 0.431949, 0.535071], [-0.621777, 0.770546, -0.217140], [-1.887739, -2.420746, 0.899726], [-2.328804, -0.580386, 1.063233], [-2.359432, -1.309811, -0.632101], [1.785124, -1.490988, 0.379333], [2.346756, -0.748892, -1.286927], [2.603080, 1.235552, 0.673730], [1.404121, -0.080988, 1.648700], [-2.281499, 1.244360, -0.657781], [-0.529114, -0.540094, 0.156183], [-1.490397, 1.715081, -0.268680], [0.481649, -1.273365, -0.580211], [0.669594, 1.433209, 0.091655]], "forces_ev_per_angstrom": [[1.1, 0.5, -0.7], [0.7, 1.8, -5.0], [0.4, 4.6, 4.1], [2.9, 4.4, 3.0], [0.9, 2.8, -1.4], [-0.3, -0.8, -0.4], [0.1, -0.5, 1.3], [4.0, -4.2, 3.5], [-0.8, -0.1, 2.2], [-1.9, -3.0, -0.4], [0.5, 2.3, -2.5], [-1.7, 0.0, -0.1], [-1.7, -2.7, -0.1], [0.3, -2.3, -1.1], [-4.1, 0.9, -1.7], [-0.2, -3.8, -0.6]], "homo_lumo_gap_ha": 0.3618, "smiles": "[H]/N=C1/OCCON1C", "spin_multiplicity": 1, "total_energy_ha": -416.9782}

***

(6)
{"formula": "C4H8N2O2", "method": "ωB97M-V/def2-TZVPD", "symbols": ["C", "C", "C", "C", "N", "O", "N", "O", "H", "H", "H", "H", "H", "H", "H", "H"], "coordinates": [[-1.271013, -0.799385, 1.361286], [1.572913, 0.245080, 0.252577], [-1.724325, 0.624176, 0.654246], [0.794727, -0.236709, -0.948203], [-0.421861, 0.452175, -1.201446], [-2.612120, -0.187015, 1.171465], [1.266383, -0.872068, -1.947846], [-1.686470, 1.813092, 0.623201], [-0.819203, 0.193372, -2.097385], [-0.425654, 1.456622, -1.073511], [2.219975, -1.192634, -1.812159], [-0.918580, -0.719508, 2.383051], [-1.278242, -1.791804, 0.928450], [1.164861, 1.151121, 0.694751], [1.514573, -0.541331, 1.004675], [2.624035, 0.404815, 0.006848]], "forces_ev_per_angstrom": [[-0.7, 2.4, -1.0], [-0.2, -0.7, 0.3], [0.7, -2.5, 3.6], [0.7, 2.5, -2.2], [-0.3, -0.9, -0.3], [-1.1, -0.1, -0.4], [-0.2, -0.5, 0.5], [0.3, 0.3, -0.7], [0.3, 0.0, 0.0], [0.3, -0.2, 0.2], [-0.1, -0.3, 0.4], [-0.1, -0.1, 0.1], [0.6, 0.2, -0.5], [-0.1, 0.0, -0.1], [0.2, 0.1, 0.2], [-0.1, -0.1, -0.1]], "homo_lumo_gap_ha": 0.3625, "smiles": "[H]/N=C(\\C)N.O=C1CO1", "spin_multiplicity": 1, "total_energy_ha": -417.0971}

***

(7)
{"formula": "C4H8N2O2", "method": "ωB97M-V/def2-TZVPD", "symbols": ["C", "N", "C", "C", "N", "C", "O", "O", "H", "H", "H", "H", "H", "H", "H", "H"], "coordinates": [[-1.967416, 0.801304, -0.153158], [0.698089, -0.224297, -1.167369], [1.191172, 0.773596, -0.332481], [0.093132, -0.780212, 0.008970], [0.506250, -2.034184, 0.445943], [-0.968084, -0.059632, 0.540897], [2.540453, 0.873255, -0.449340], [0.576983, 1.738913, 0.222201], [2.760979, 1.710283, -0.005310], [1.441687, -0.811543, -1.526404], [1.363737, -2.020241, 0.984904], [-0.222416, -2.611191, 0.846330], [-1.307845, -0.402043, 1.516459], [-2.138418, 1.715224, 0.418473], [-1.643940, 1.065530, -1.158946], [-2.924364, 0.265238, -0.191168]], "forces_ev_per_angstrom": [[0.3, 0.4, 0.0], [0.0, 0.3, 1.8], [0.8, 6.7, -1.1], [-5.3, -0.5, 1.0], [0.7, -0.2, 0.1], [0.4, -3.4, -0.6], [0.0, -0.2, 0.5], [2.5, -2.8, -1.7], [0.0, -0.2, 0.0], [0.1, 0.0, 0.0], [-0.1, -0.3, 0.0], [0.3, 0.3, 0.1], [0.2, -0.1, 0.0], [0.0, 0.1, -0.2], [-0.1, 0.0, 0.0], [0.1, 0.0, -0.1]], "homo_lumo_gap_ha": 0.3147, "spin_multiplicity": 1, "total_energy_ha": -417.1431}

***

(8)
{"formula": "C4H8N2O2", "method": "ωB97M-V/def2-TZVPD", "symbols": ["C", "C", "C", "C", "H", "H", "H", "H", "H", "H", "H", "H", "N", "N", "O", "O"], "coordinates": [[-1.179225, 1.794315, -0.008539], [-0.465157, 0.674285, 0.496781], [1.851537, -0.148904, 0.315278], [-1.106034, -0.751484, 0.052350], [-2.516328, 1.468855, -0.336213], [-0.285036, 1.994638, -1.187601], [-1.183181, 2.960697, 0.921362], [-0.317585, 0.631994, 1.529956], [1.498491, -0.935773, 1.061803], [3.507333, -1.184934, -0.401889], [3.152321, 1.091253, -0.832916], [-2.634030, -1.238293, -0.423703], [0.928553, 0.703393, -0.256058], [3.073691, -0.142931, -0.221325], [-2.363040, -0.385474, -0.358419], [-0.617512, -1.879645, 0.092878]], "forces_ev_per_angstrom": [[-3.1, 5.2, -2.6], [3.3, -3.8, -2.3], [-4.5, 1.6, -2.1], [1.6, 2.3, 0.9], [4.8, 2.0, 1.2], [-3.4, 0.2, 3.4], [0.1, -3.7, -3.2], [0.2, 0.0, 1.7], [0.9, 1.0, -1.0], [-1.0, 4.1, 0.1], [-0.1, -5.5, 1.7], [-3.0, -4.3, -1.1], [1.5, -2.7, 4.2], [2.0, 1.1, -1.3], [2.3, 0.1, 0.6], [-1.7, 2.6, -0.2]], "homo_lumo_gap_ha": 0.3398, "spin_multiplicity": 1, "total_energy_ha": -416.9220}

***

(9)
{"formula": "C4H8N2O2", "method": "ωB97M-V/def2-TZVPD", "symbols": ["C", "C", "C", "C", "H", "H", "H", "H", "H", "H", "H", "H", "N", "N", "O", "O"], "coordinates": [[-0.569711, 1.003722, 1.181712], [-0.663399, 0.535109, -0.107415], [0.378877, -1.579265, -0.151575], [1.393445, -1.331082, 0.853855], [0.899605, 1.891655, -0.050189], [-0.777415, 0.267309, 2.128287], [-1.393839, 1.761061, 1.462969], [-0.710733, 1.232447, -2.024181], [-0.672913, -0.183040, -2.489774], [0.337317, -2.502569, -0.741966], [1.742559, -0.309095, 1.077947], [2.239962, -2.140909, 0.831888], [-0.801092, 1.494090, -0.976562], [-0.668849, -0.847772, -0.530175], [0.498384, 1.749254, 1.399574], [-1.232198, -1.040916, -1.864395]], "forces_ev_per_angstrom": [[-3.9, 0.3, 8.3], [-2.1, -1.5, -7.0], [4.5, -2.0, 2.4], [-0.5, -1.6, -4.4], [-1.6, 0.0, 4.8], [1.0, 0.7, -2.5], [-0.1, -1.4, -1.3], [-0.4, 0.5, 2.2], [-2.3, -4.1, 2.4], [0.4, -0.1, 0.7], [-0.8, -0.6, 0.5], [-2.0, 1.5, 0.3], [1.1, -0.9, -1.3], [-2.5, 3.8, -0.4], [5.5, 1.8, -4.3], [3.7, 3.5, -0.4]], "homo_lumo_gap_ha": 0.3106, "spin_multiplicity": 1, "total_energy_ha": -416.8832}

***

(10)
{"formula": "C4H8N2O2", "method": "ωB97M-V/def2-TZVPD", "symbols": ["O", "C", "N", "C", "O", "C", "C", "N", "H", "H", "H", "H", "H", "H", "H", "H"], "coordinates": [[0.812798, 1.681696, -0.520069], [0.244690, 0.662582, -0.290664], [-1.160280, 0.655991, -0.282284], [-2.055294, -0.357176, 0.115565], [-3.108374, -0.110274, 0.600075], [1.016586, -0.679503, 0.028800], [1.813309, -0.443657, 1.333963], [1.788645, -1.070839, -1.076403], [-1.557154, 1.582108, -0.200285], [-1.664293, -1.368613, -0.083066], [0.282661, -1.473181, 0.155445], [1.290237, -0.840669, 2.196805], [2.753123, -0.981912, 1.223823], [2.098616, 0.607470, 1.402822], [1.313146, -1.488955, -1.876752], [2.537253, -0.444636, -1.360772]], "forces_ev_per_angstrom": [[0.8, -0.5, 0.2], [-2.6, 1.6, -0.8], [1.3, -0.5, 0.4], [0.5, -0.6, 0.1], [-0.2, 0.1, -0.2], [0.4, -1.7, 0.5], [0.8, 0.2, -0.8], [-0.7, 1.4, -0.4], [0.0, 0.3, -0.1], [-0.3, 0.0, 0.1], [-0.2, 0.2, 0.1], [-0.2, 0.3, 0.0], [0.0, -0.2, 0.2], [-0.3, -0.1, 0.4], [0.2, -0.3, 0.3], [0.4, -0.2, 0.1]], "homo_lumo_gap_ha": [0.4069, 0.2131], "spin_multiplicity": 2, "charge": 1, "total_energy_ha": -416.8769}

***

(11)
{"formula": "C4H8N2O2S", "method": "ωB97M-V/def2-TZVPD", "symbols": ["C", "C", "C", "C", "N", "N", "O", "O", "S", "H", "H", "H", "H", "H", "H", "H", "H"], "coordinates": [[-2.367831, 1.686145, 0.040701], [-2.234790, 1.170752, 1.109023], [-0.764922, -1.336302, -0.478155], [1.631470, 1.419593, -0.281975], [2.448541, 0.614342, -0.953307], [0.740327, 0.703172, 0.498720], [1.979221, -1.633190, 0.415234], [0.073209, -1.198074, 1.988116], [0.605135, -0.971169, 0.733089], [-2.681516, 1.891146, -0.945657], [-1.605694, -1.842704, -0.043591], [-1.042946, -0.447840, -1.015215], [-0.328893, -2.133845, -1.252706], [-2.066075, 0.402509, 1.823836], [2.438146, -0.460401, -0.882057], [3.191995, 0.954828, -1.676725], [-0.015375, 1.181037, 0.920672]], "forces_ev_per_angstrom": [[-0.6, -0.3, -0.1], [0.0, -0.7, -0.1], [2.6, -2.6, -2.0], [0.2, -0.7, -0.5], [1.9, -1.0, -2.1], [1.7, -1.3, -0.4], [-5.0, 2.0, 0.6], [-1.6, -0.6, 3.7], [4.1, -0.7, -4.6], [0.1, 0.7, -0.4], [-0.2, 0.1, 0.8], [0.1, 0.3, 0.0], [-0.8, 1.8, 1.6], [0.1, 0.3, 0.7], [0.1, 2.1, 0.1], [-2.2, -0.3, 2.3], [-0.6, 0.7, 0.5]], "homo_lumo_gap_ha": 0.3439, "spin_multiplicity": 1, "total_energy_ha": -815.2022}

***

(12)
{"formula": "C4H8N2O3", "method": "ωB97M-V/def2-TZVPD", "symbols": ["C", "C", "C", "C", "N", "N", "O", "O", "O", "H", "H", "H", "H", "H", "H", "H", "H"], "coordinates": [[-1.269902, 1.343002, 0.922055], [1.726675, 0.562568, -0.459883], [-0.925869, 0.170302, -0.033943], [0.662326, -0.388377, 0.140779], [-1.706081, -1.001019, 0.482310], [0.700802, -1.755840, -0.586968], [-2.192050, -1.691737, -0.375899], [0.794178, -1.744013, -1.765146], [0.676951, -2.730842, 0.060879], [-0.873610, 2.291272, 0.633624], [-1.076339, 1.119730, 1.960044], [-2.337796, 1.526456, 0.982830], [2.713737, 0.238934, -0.344812], [1.741300, 0.872161, -1.489787], [1.723668, 1.539306, -0.094225], [-1.159263, 0.228324, -1.191657], [0.801272, -0.580227, 1.159798]], "forces_ev_per_angstrom": [[-0.6, -0.7, -0.6], [-1.0, -0.5, -0.5], [1.3, -1.1, -1.1], [-1.9, 1.7, -2.8], [-0.4, -0.4, -0.5], [0.5, 2.8, 0.6], [0.4, 0.7, 0.6], [0.0, 0.6, -2.8], [-0.2, -2.6, 2.6], [0.7, 0.5, -0.2], [0.8, -0.3, 0.2], [-0.4, -0.3, -0.6], [1.5, -1.0, 0.7], [-1.1, -1.0, -1.0], [-0.4, 1.5, 1.8], [0.5, 0.4, 2.3], [0.4, -0.4, 1.4]], "homo_lumo_gap_ha": 0.3379, "smiles": "C[C@H](N=O)[C@H](C)[N+](=O)[O-]", "spin_multiplicity": 1, "total_energy_ha": -492.2321}